DFT (ωB97M-V with the def2-TZVPD basis set) results for a structure of composition C23H15AsLaO5 at a distorted geometry.

Properties
Molar mass (g mol⁻¹): 585.20
E_tot (Ha): -3527.87588
2S+1: 1
Orbital gap (eV): 4.1215
Net charge: +3

Cartesian coordinates (Å):
1 O 0.00705 4.10772 -1.66943
2 C 0.00054 3.05497 -1.19873
3 La -0.01870 0.73594 -0.05172
4 O -0.00089 -1.52123 -2.99916
5 C -0.00379 -0.76603 -2.12811
6 C -0.03488 -1.69002 0.47507
7 O -0.06354 -2.81332 0.76023
8 C -2.48017 -0.05750 -0.08429
9 O -3.53457 -0.52417 -0.02738
10 C 2.45560 -0.03780 -0.00301
11 O 3.51330 -0.49453 0.03535
12 C -0.78729 4.68466 5.71843
13 C 0.19243 4.70331 4.71709
14 C 0.41291 3.56432 3.93722
15 C -0.34451 2.39608 4.17793
16 C -1.31387 2.37044 5.19287
17 C -1.54057 3.52934 5.94815
18 As 0.02438 0.84971 3.03742
19 C 1.74437 0.19117 3.73713
20 C 2.26955 -1.01253 3.22540
21 C 3.54137 -1.43483 3.61727
22 C 4.30559 -0.66566 4.50412
23 C 3.78402 0.53148 5.00144
24 C 2.49629 0.95720 4.64289
25 C -1.39478 -0.38323 3.60913
26 C -1.13687 -1.58763 4.27320
27 C -2.20946 -2.44963 4.54847
28 C -3.51596 -2.12156 4.18206
29 C -3.75766 -0.91491 3.51268
30 C -2.70710 -0.04038 3.23626
31 H -0.98611 5.58078 6.30538
32 H 0.77609 5.60770 4.53514
33 H 1.18901 3.58635 3.16398
34 H -1.87486 1.45613 5.40812
35 H -2.32507 3.51297 6.70511
36 H 1.69119 -1.64051 2.52937
37 H 3.95344 -2.35449 3.20292
38 H 5.31032 -0.98319 4.78993
39 H 4.38071 1.16491 5.65680
40 H 2.07850 1.86886 5.08616
41 H -0.12107 -1.84245 4.58860
42 H -2.00496 -3.39876 5.04133
43 H -4.33664 -2.81278 4.39063
44 H -4.76929 -0.66737 3.19247
45 H -2.92644 0.91608 2.74431